No. 1
Entry from the Open Molecules 2025 dataset: a structure of composition C5H9N3 at a distorted geometry (ωB97M-V/def2-TZVPD).

Element x y z (Å)
N 1.22 -1.37 0.04
H -1.67 0.22 1.09
H 1.84 -2.02 0.79
N 2.11 -0.53 -0.72
C -1.78 -0.69 -0.76
H -0.03 -0.82 1.92
H -2.29 -1.51 -0.19
C 1.84 0.74 -0.54
H 1.27 1.76 1.08
N -0.44 1.34 -0.41
H -0.86 2.11 0.22
C 0.31 -0.41 0.84
H -1.20 -1.27 -1.64
H 2.47 1.39 -1.13
H -2.48 -0.06 -1.26
C -1.03 0.09 0.26
C 0.74 1.02 0.41

Summary:
charge	0
energy above the lowest of the compared OMol25 structures with the same formula, charge and spin	103.5	kcal per mole
gap between HOMO and LUMO	9.407	eV
E_HOMO	-8.72	eV

Atom charges from the Löwdin analysis, given in e for atoms 1 to 5:
1. N -0.056
2. H 0.115
3. H 0.180
4. N 0.003
5. C -0.088

No. 2
Entry from the Open Molecules 2025 dataset: a cluster of 12 separate species, C34H68Br14O10S5 in total at a distorted geometry (ωB97M-V/def2-TZVPD).

Element x y z (Å)
H 25.16 -19.32 16.80
H 29.03 -19.81 20.88
H 23.34 -19.78 14.89
C 22.09 -25.49 23.79
H 24.39 -21.09 23.61
H 29.31 -20.76 16.44
C 19.02 -25.60 17.65
O 32.48 -20.60 18.51
C 20.25 -24.06 18.99
H 23.03 -29.49 19.66
H 22.27 -29.58 17.20
Br 25.18 -23.18 24.78
H 31.16 -20.74 21.79
C 28.57 -21.12 15.72
S 28.22 -30.15 16.56
H 31.86 -29.95 17.43
H 18.52 -25.28 19.72
H 21.45 -25.85 24.60
H 32.00 -28.42 19.52
H 33.24 -27.84 16.01
H 24.14 -25.88 24.54
H 26.71 -23.51 20.04
H 22.84 -24.71 21.00
O 29.52 -30.76 16.54
H 24.71 -29.84 19.16
H 28.80 -28.05 21.32
C 28.80 -20.75 14.27
H 27.65 -20.64 16.06
H 26.28 -28.26 15.05
C 27.22 -28.58 14.60
Br 22.49 -31.86 18.18
H 20.71 -24.85 22.20
H 28.07 -21.26 13.65
Br 25.67 -20.26 21.18
H 23.90 -18.49 17.61
Br 24.12 -27.55 18.37
H 27.58 -27.97 17.38
O 23.95 -27.86 21.77
O 27.19 -30.64 17.43
H 28.49 -21.89 19.45
H 29.64 -19.62 19.36
H 26.83 -30.77 14.56
C 30.60 -22.34 19.13
H 30.22 -27.80 15.95
C 27.02 -29.01 22.09
H 20.74 -23.73 19.92
C 30.83 -24.60 22.27
H 26.44 -28.46 21.35
Br 26.86 -28.09 23.83
H 29.27 -28.07 14.73
C 32.28 -27.36 16.18
H 28.31 -26.74 15.19
H 22.21 -26.19 20.42
H 31.37 -24.29 23.16
H 22.28 -24.43 23.96
H 31.25 -29.03 15.33
C 31.48 -28.08 18.62
H 30.54 -27.69 18.99
H 20.79 -26.55 22.38
C 22.49 -25.69 21.35
Br 28.78 -30.36 20.23
O 20.31 -24.37 15.60
H 29.79 -20.99 13.90
H 29.25 -28.12 17.28
H 26.91 -23.30 18.30
H 26.49 -29.96 22.13
Br 28.42 -25.77 19.22
H 31.77 -19.37 20.81
S 32.04 -21.39 19.63
H 32.46 -25.35 21.04
H 18.28 -24.89 17.28
H 28.45 -30.34 14.19
O 32.98 -22.27 20.30
C 26.55 -25.31 18.90
H 30.96 -26.13 20.74
O 31.55 -25.45 17.94
C 29.45 -21.77 19.95
C 28.35 -28.35 16.71
H 30.64 -23.72 21.67
H 30.40 -22.35 18.07
C 23.76 -29.41 18.87
H 32.32 -26.52 15.48
H 21.96 -23.58 17.65
H 22.09 -25.09 18.55
C 23.24 -19.72 15.97
C 23.11 -30.09 17.68
O 21.31 -26.54 16.41
C 26.04 -21.68 22.47
H 29.07 -29.22 22.60
Br 24.67 -17.19 15.57
C 27.61 -30.06 14.84
H 29.27 -22.32 20.88
S 20.57 -25.32 16.66
H 23.98 -22.51 22.64
O 25.10 -25.60 21.83
C 26.36 -23.84 19.06
Br 32.21 -27.18 22.64
H 23.29 -20.71 16.41
C 19.41 -25.36 19.09
H 19.62 -23.25 18.63
S 32.34 -26.65 17.83
S 23.97 -26.46 22.11
O 33.75 -26.61 18.22
C 21.40 -24.42 18.04
H 26.47 -22.55 21.97
C 28.49 -29.02 21.70
C 24.77 -22.03 23.21
H 26.83 -21.27 23.09
H 18.53 -26.55 17.43
C 28.38 -27.83 15.31
Br 24.48 -23.43 18.85
H 20.10 -26.11 19.48
C 31.20 -29.09 17.53
H 23.90 -30.28 16.95
C 31.16 -20.28 20.81
H 25.90 -25.93 19.52
C 29.76 -20.29 20.22
H 23.08 -27.29 24.02
H 30.77 -23.37 19.43
Br 28.43 -18.79 14.10
Br 29.05 -25.28 22.84
H 26.36 -25.62 17.88
H 27.25 -28.44 13.52
Br 21.38 -19.16 16.32
C 23.41 -26.26 23.84
H 30.17 -29.44 17.64
C 21.41 -25.65 22.43
C 24.23 -18.79 16.62
C 31.14 -28.35 16.17
Br 28.58 -23.09 15.96
C 31.55 -25.70 21.53

Summary:
charge	0
energy above the lowest of the compared OMol25 structures with the same formula, charge and spin	0.0	kcal per mole
SMILES	O=S1(=O)CCCC1.O=S1(=O)CCCC1.O=S1(=O)CCCC1.O=S1(=O)CCCC1.O=S1(=O)CCCC1.BrCCBr.BrCCBr.BrCCBr.BrCCBr.BrCCBr.BrCCBr.BrCCBr
gap between HOMO and LUMO	9.790	eV
E_HOMO	-9.88	eV

Atom charges from the Löwdin analysis, given in e for atoms 1 to 5:
1. H 0.045
2. H 0.096
3. H 0.052
4. C -0.219
5. H 0.046

No. 3
Entry from the Open Molecules 2025 dataset: a cluster of 2 separate species, C4H10N3O3 in total at a distorted geometry (ωB97M-V/def2-TZVPD).

Element x y z (Å)
H 2.24 2.16 0.15
H 0.55 -1.42 0.76
N -1.38 0.23 0.46
H 3.15 2.86 -1.18
H 0.83 2.10 -2.33
N -3.26 -0.98 1.65
O -4.10 0.00 1.48
H 1.56 3.61 -0.82
C 2.07 2.63 -0.83
C 0.06 -2.36 0.78
H 0.71 -3.16 1.15
H -2.05 0.94 0.97
H 0.67 1.05 -1.01
C -2.02 -1.07 1.21
O -0.06 0.44 0.58
H -0.11 -2.35 -0.30
O -1.76 -3.12 2.29
H -3.82 -1.79 2.09
C -1.22 -2.23 1.52
N 1.41 1.68 -1.63

Summary:
charge	-1
energy above the lowest of the compared OMol25 structures with the same formula, charge and spin	53.6	kcal per mole
gap between HOMO and LUMO (alpha / beta)	6.296 / 6.287	eV
E_HOMO (alpha / beta)	-3.05 / -3.04	eV

Atom charges from the Löwdin analysis, given in e for atoms 1 to 5:
1. H 0.061
2. H 0.035
3. N -0.137
4. H 0.063
5. H 0.014

Q: The lowest charge belongs to which entry?
A: C4H10N3O3